# 1
Formula: C21H28N2O6S2
Source: the OMol25 dataset
Level of theory: ωB97M-V with the def2-TZVPD basis set

Properties
- Multiplicity: 1
- Frontier orbital gap: 8.69 eV
- Structure (SMILES): CC(C)(CO)NS(=O)(=O)c1ccc2c(c1)Cc1cc(S(=O)(=O)NC(C)(C)CO)ccc1-2
- Energy: -59167.02654 eV

Atoms and positions in Å:
C 4.495 -1.589 1.516
H -3.518 2.730 1.426
O 7.680 -1.367 -0.327
H -6.405 -3.088 -1.217
H -1.036 3.024 1.518
C -1.477 2.223 0.946
H -8.356 -1.850 -0.277
C 6.800 -2.009 0.556
H -7.169 -3.450 1.251
C -5.628 -2.490 -0.717
C 2.373 -0.140 -1.046
C -7.631 -1.060 -0.095
H -7.160 -2.066 2.347
H 6.170 -2.721 0.014
H 3.903 2.320 0.698
H 3.856 -0.880 2.036
H -0.227 -1.569 -0.873
S 5.078 0.323 -0.885
H 7.425 -2.560 1.264
C -1.264 0.289 -0.510
C 5.895 -1.006 1.340
H 7.177 -1.134 -1.119
N 5.776 0.262 0.628
O -5.634 0.809 -1.245
O 5.640 1.475 -1.527
H 4.059 -1.809 0.546
H 6.654 0.760 0.598
C -0.685 1.331 0.237
C 3.082 1.735 0.317
C -0.198 -0.522 -1.184
H -5.325 -0.884 -1.787
H 2.650 -0.963 -1.687
C 3.365 0.657 -0.502
H -8.029 -0.383 0.659
H 6.531 -1.582 3.323
N -5.381 -0.626 0.858
H -5.466 -0.453 1.847
O -4.907 -1.754 -1.665
S -5.185 0.866 0.122
H -5.660 -2.945 2.017
C -3.407 1.033 0.161
O -5.761 1.872 0.970
C 1.768 2.042 0.626
H -0.308 -0.506 -2.270
H 7.539 -0.341 2.572
H -7.486 -0.493 -1.010
C -2.853 2.064 0.900
H 5.943 0.082 3.205
O 5.163 -0.939 -1.579
C 1.061 0.160 -0.742
H 4.550 -2.508 2.094
H 1.533 2.881 1.263
C -6.310 -1.663 0.397
H -4.907 -3.179 -0.263
C -2.634 0.131 -0.552
C 0.759 1.250 0.094
C 6.518 -0.691 2.702
C -6.592 -2.591 1.583
H -3.109 -0.659 -1.113

---

# 2
Formula: C30H25N6O12ReS
Source: the OMol25 dataset
Level of theory: ωB97M-V with the def2-TZVPD basis set

Properties
- Multiplicity: 2
- Frontier orbital gap (alpha / beta): 6.98 / 6.63 eV
- Charge: +3
- Energy: -77960.59954 eV

Atoms and positions in Å:
H -2.077 -2.472 4.779
O 4.302 4.924 4.280
C 4.723 1.591 -0.793
H -2.619 -2.498 -7.259
C 1.506 4.040 2.336
H 1.287 -2.716 4.231
C 2.877 2.693 3.792
N 2.516 0.296 4.050
H -4.446 -1.739 4.450
H 0.511 -4.091 0.036
H 2.403 3.646 -3.516
O 0.305 0.565 2.327
C -2.787 -2.631 -5.117
H -5.123 0.193 0.400
C -1.705 -2.628 -2.561
O 2.687 0.255 5.233
C -3.688 -1.518 3.711
H 4.627 3.032 -2.361
C 0.762 2.901 2.039
H 1.259 5.008 1.920
O -1.038 2.049 0.796
H -1.141 1.762 -2.010
C -0.851 -2.558 -3.661
C 0.553 2.764 -2.909
C -0.028 -2.157 2.994
S -1.110 -2.691 -0.927
C 2.672 2.230 -1.900
H -4.153 -1.910 -6.601
H -5.043 -0.552 2.361
H -3.741 -2.757 -1.857
H -0.056 3.293 -3.627
H -4.690 -2.759 -4.131
H -0.751 -2.502 -5.789
H 5.793 1.684 -0.670
C 1.910 2.952 -2.846
C 0.043 -4.046 -0.945
C -0.066 1.890 -2.008
O -0.871 4.153 1.054
C -1.401 -2.552 -4.926
C -4.017 -0.848 2.538
N 3.395 5.096 3.505
C -1.428 -1.613 2.932
C -3.618 -2.695 -3.996
O -0.093 -1.463 -0.806
O 3.091 6.118 2.938
N 0.618 1.207 -1.100
C -3.373 -2.665 -6.494
O -2.212 0.275 -0.398
C 4.076 2.344 -1.733
N -0.427 3.073 1.260
C 2.565 3.905 3.195
C 2.669 0.542 -0.144
C 1.049 1.629 2.567
C 4.019 0.662 0.009
H -0.536 -4.950 -1.136
H 0.223 -2.504 -3.535
H 4.556 0.040 0.715
C 1.982 1.338 -1.066
H -3.837 -3.635 -6.679
C 2.136 1.583 3.452
N 1.827 -0.424 0.540
O -4.368 0.369 -0.182
N -1.725 -0.917 1.833
C -3.012 -0.569 1.633
H 3.700 2.629 4.495
C -3.210 0.068 0.308
Re -0.286 0.076 0.450
O 0.376 -2.371 4.222
H 2.127 -0.569 1.513
O 0.584 -2.385 1.977
C -3.089 -2.688 -2.719
H 0.773 -3.888 -1.736
C -2.377 -1.919 3.900
H 1.903 -1.331 0.078
O 2.589 -0.667 3.287

---

# 3
Formula: C6H11N2O
Source: the OMol25 dataset
Level of theory: ωB97M-V with the def2-TZVPD basis set

Properties
- Multiplicity: 1
- Frontier orbital gap: 10.80 eV
- Charge: +1
- Structure (SMILES): C[N@H+]1[C@@H]2OCCN=C[C@@H]21
- Energy: -11416.97701 eV

Atoms and positions in Å:
O 0.810 -1.671 -0.480
N -1.026 -0.208 0.121
C -0.223 0.724 -0.713
H 2.326 -0.343 -1.201
C 0.784 1.713 -0.200
C -2.448 -0.072 0.340
C -0.196 -0.755 -0.940
C 2.321 0.038 -0.236
H -0.681 -0.789 0.884
H 3.407 0.080 0.072
H -0.694 -1.255 -1.863
H 0.432 2.648 0.138
H 2.454 -1.814 0.803
H -0.841 1.203 -1.485
C 1.742 -1.123 0.546
H -3.051 0.028 -0.507
H -2.764 -0.877 1.054
H 1.215 -0.828 1.399
N 1.928 1.432 0.166
H -2.550 0.663 1.103